1:
Below is the molecule C2H4FN3, with properties calculated with the ωB97M-V functional and the def2-TZVPD basis.

Last column: natural (NBO) charge in e.
Element x y z (Å)
C 0.605 0.094 -0.299  -0.3054
C -2.285 0.116 0.099  0.4036
N -2.112 -1.103 -0.248  -0.2759
N -0.981 -1.669 0.109  -0.2147
N 0.191 -1.078 0.049  -0.2220
F -3.513 0.682 0.017  -0.3273
H -0.083 0.875 -0.470  0.1915
H 1.729 0.174 -0.342  0.2013
H -1.591 0.815 0.482  0.1370
H 1.032 -1.637 0.105  0.4119

Properties
Charge   0
M   89.1 g/mol

2:
Below is a cluster of 2 separate species, C2H4FN3 in total, with properties calculated with the ωB97M-V functional and the def2-TZVPD basis.

Last column: natural (NBO) charge in e.
Element x y z (Å)
C -0.360 1.039 0.553  0.1000
N 0.758 0.456 0.287  -0.3145
N 0.537 -0.607 -0.498  0.0099
N -0.683 -0.683 -0.864  -0.1426
C -1.462 0.430 -0.306  -0.4025
H -0.485 1.815 1.287  0.2123
H -1.863 -0.034 0.582  0.2706
H -2.084 1.056 -0.908  0.2640
F 2.634 -2.078 -0.314  -0.5528
H 3.009 -1.393 0.181  0.5557

Properties
Charge   0
Structure (SMILES)   C1=NN=NC1.F
M   89.1 g/mol

Most stable: 2 (next structure +0.0506 hartree)

1:
Below is the ion C6H10N4 with charge +2, with properties calculated with the ωB97M-V functional and the def2-TZVPD basis.

Last column: natural (NBO) charge in e.
Element x y z (Å)
C -1.340 1.988 0.227  0.2935
C -0.685 -2.225 -0.095  0.2661
C -2.035 -0.311 0.117  0.6534
C 0.359 0.804 -1.043  -0.2712
C 0.707 -0.225 0.007  0.2200
C 2.019 -0.024 0.643  -0.7511
N -1.946 0.847 0.453  -0.3134
N -0.152 2.009 -0.335  -0.4758
N 0.458 -1.559 0.002  -0.4349
N -1.871 -1.587 -0.059  -0.5411
H -1.847 2.907 0.807  0.2980
H -0.824 -3.256 -0.098  0.2717
H 1.219 1.250 -1.387  0.2733
H -0.393 0.419 -1.750  0.2469
H 2.226 1.066 1.004  0.2715
H 2.924 -0.254 0.046  0.2857
H 2.234 -0.519 1.601  0.2759
H 0.442 2.754 0.005  0.4609
H 1.278 -2.093 0.199  0.4669
H -2.773 -1.988 -0.344  0.5037

Properties
Charge   +2
M   138.2 g/mol

2:
Below is the ion C6H10N4 with charge +2, with properties calculated with the ωB97M-V functional and the def2-TZVPD basis.

Last column: natural (NBO) charge in e.
Element x y z (Å)
C 0.494 -1.380 0.886  -0.4135
N 0.188 -0.109 0.207  -0.2109
N -0.236 -0.452 -1.469  -0.1235
C -1.410 -0.068 -1.565  0.1286
C -2.085 0.561 -0.419  -0.4980
C -0.916 0.825 0.555  0.0845
N -0.295 2.054 0.349  -0.2576
C 0.903 2.097 0.089  0.1061
C 1.334 0.601 -0.078  0.5443
N 2.246 0.082 -0.770  -0.5698
H -0.229 -1.351 1.660  0.2522
H 0.264 -2.229 0.289  0.2729
H 1.528 -1.286 1.203  0.2434
H -1.894 -0.183 -2.494  0.3153
H -2.621 1.504 -0.522  0.3254
H -2.878 0.001 0.008  0.3093
H -1.160 0.622 1.602  0.2871
H 1.537 2.959 -0.094  0.2855
H 3.143 0.525 -0.928  0.4738
H 2.180 -0.789 -1.140  0.4449

Properties
Charge   +2
Structure (SMILES)   C[N@@+]12N=CC[C@@H]1N=CC2=[NH2+]
M   138.2 g/mol

Most stable: 2 (next structure +0.0471 hartree)

1:
Below is the ion C3H7NO2 with charge +1, with properties calculated with the ωB97M-V functional and the def2-TZVPD basis.

Last column: natural (NBO) charge in e.
Element x y z (Å)
C 0.335 -1.065 0.887  -0.2779
N -0.327 0.070 0.390  -0.2091
C -0.212 0.511 -0.917  0.8166
O -1.022 1.491 -1.221  -0.6212
O 0.524 -0.066 -1.679  -0.4465
C 0.850 -1.016 2.315  -0.6282
H -0.431 -1.879 0.769  0.3242
H 1.034 -1.419 0.125  0.2927
H -1.004 0.580 0.958  0.4436
H -0.842 1.701 -2.157  0.5404
H 1.127 -0.011 2.605  0.2446
H 1.693 -1.694 2.427  0.2730
H 0.083 -1.398 3.001  0.2477

Properties
Charge   +1
<S²>   0.762
M   89.1 g/mol
2S+1   2

2:
Below is a cluster of 2 separate species, C3H7NO2 in total, with properties calculated with the ωB97M-V functional and the def2-TZVPD basis.

Last column: natural (NBO) charge in e.
Element x y z (Å)
C 0.369 -0.683 0.439  -0.4275
C 0.983 0.935 2.212  0.1271
N 0.106 0.259 1.529  -0.3880
H -0.650 -1.024 0.164  0.2609
H 1.137 -1.340 0.575  0.2463
H 0.682 0.024 -0.601  0.2474
H 2.197 0.909 2.034  0.2604
H 0.661 1.803 2.806  0.2374
H -0.719 0.743 1.530  0.4305
O -1.419 0.254 -1.653  -0.3409
C -1.148 -0.429 -2.653  0.5252
O -1.446 -1.645 -2.831  -0.4634
H -0.752 0.192 -3.552  0.2848

Properties
Charge   +1
<S²>   0.757
M   89.1 g/mol
2S+1   2

Most stable: 1 (next structure +0.1158 hartree)

1:
Below is a cluster of 2 separate species, C2H2OS2 in total, with properties calculated with the ωB97M-V functional and the def2-TZVPD basis.

Last column: natural (NBO) charge in e.
Element x y z (Å)
O 3.187 0.430 -0.218  -0.4652
C 3.239 -0.729 -0.331  0.3742
S 3.229 -2.210 -0.470  0.0907
C -1.318 -1.162 -0.826  -0.4431
S -0.494 -1.554 0.503  0.0791
H -1.947 -0.288 -0.700  0.1824
H -1.413 -1.625 -1.736  0.1820

Properties
Charge   0
Structure (SMILES)   O=C=S.C=S
M   106.2 g/mol

2:
Below is the molecule C2H2OS2, with properties calculated with the ωB97M-V functional and the def2-TZVPD basis.

Last column: natural (NBO) charge in e.
Element x y z (Å)
C 0.215 0.793 -0.562  0.3562
C -0.631 -0.330 -0.223  -0.5457
O -0.155 1.752 -1.146  -0.4675
S 1.370 -0.938 1.835  -0.3657
S -0.404 -1.313 1.051  0.6232
H 1.239 0.521 -0.113  0.1386
H -1.634 -0.485 -0.841  0.2609

Properties
Charge   0
M   106.2 g/mol

Most stable: 1 (next structure +0.0368 hartree)

1:
Below is a structure of composition Cl2H2N2, with properties calculated with the ωB97M-V functional and the def2-TZVPD basis.

Last column: natural (NBO) charge in e.
Element x y z (Å)
N 1.161 -1.302 0.008  -0.6083
N -0.567 1.709 0.037  -0.5990
Cl -0.350 -1.780 0.049  0.2749
Cl -1.706 0.587 -0.007  0.2631
H 1.529 -1.085 -0.995  0.3333
H -0.066 1.872 0.909  0.3361

Properties
Charge   0
M   100.9 g/mol

2:
Below is the molecule Cl2H2N2, with properties calculated with the ωB97M-V functional and the def2-TZVPD basis.

Last column: natural (NBO) charge in e.
Element x y z (Å)
Cl -1.884 0.671 0.058  0.0146
N -0.565 -0.469 -0.447  -0.3856
N 0.561 -0.447 0.418  -0.3981
Cl 1.679 0.839 -0.091  0.0185
H -0.164 -0.286 -1.312  0.3701
H 0.373 -0.307 1.374  0.3804

Properties
Charge   0
Structure (SMILES)   ClNNCl
M   100.9 g/mol

Most stable: 2 (next structure +0.1017 hartree)

1:
Below is a structure of composition C4H6NO2, with properties calculated with the ωB97M-V functional and the def2-TZVPD basis.

Last column: natural (NBO) charge in e.
Element x y z (Å)
C -1.440 -1.323 0.207  0.7381
C 3.049 0.233 -0.720  -0.3990
C 2.480 -0.488 0.287  0.0538
C -3.085 0.572 0.176  -0.2373
N 0.238 -0.335 -0.107  0.0751
O -2.392 -0.630 0.300  -0.4222
O 1.172 -0.788 0.516  -0.2317
H 4.201 0.275 -0.662  0.2573
H 2.518 0.766 -1.612  0.2444
H 3.069 -0.857 1.012  0.2131
H -3.551 0.711 -0.704  0.2418
H -2.473 1.376 0.408  0.2339
H -3.786 0.487 0.900  0.2326

Properties
Charge   +1
<S²>   2.021
M   100.1 g/mol
2S+1   3

2:
Below is the ion C4H6NO2 with charge +1, with properties calculated with the ωB97M-V functional and the def2-TZVPD basis.

Last column: natural (NBO) charge in e.
Element x y z (Å)
C 1.383 1.063 0.156  -0.0581
C 0.149 0.669 -0.285  0.2109
C 2.184 0.318 0.974  0.5771
C -0.353 -0.728 0.030  -0.3036
N -1.758 -0.667 -0.377  -0.7819
O 2.967 -0.212 1.558  -0.2337
O -0.643 1.316 -0.996  -0.4633
H 1.834 2.034 -0.049  0.2968
H 0.206 -1.441 -0.528  0.2348
H -0.083 -0.953 1.024  0.2174
H -2.353 -0.515 0.410  0.4116
H -2.120 -1.403 -0.886  0.4150
H -1.413 0.521 -1.031  0.4770

Properties
Charge   +1
<S²>   2.007
M   100.1 g/mol
2S+1   3

Most stable: 2 (next structure +0.1540 hartree)

1:
Below is a cluster of 2 separate species, C5H11NO2 in total, with properties calculated with the ωB97M-V functional and the def2-TZVPD basis.

Last column: natural (NBO) charge in e.
Element x y z (Å)
C -0.881 0.252 2.013  -0.6660
C 0.512 0.517 1.515  0.5194
C 1.452 -0.650 1.519  -0.6873
O 1.046 1.742 1.639  -0.2732
O 0.456 1.513 0.348  -0.3086
H -0.831 -0.216 2.994  0.2161
H -1.438 1.182 2.068  0.2351
H -1.377 -0.425 1.318  0.2405
H 2.443 -0.358 1.160  0.2332
H 1.521 -1.079 2.510  0.2286
H 1.050 -1.402 0.836  0.2592
H -1.447 -1.646 -1.501  0.3289
N -0.521 -1.380 -1.155  -0.6506
C 0.018 -0.460 -1.828  0.1674
C -0.641 0.468 -2.795  -0.6924
H 1.025 -0.196 -1.546  0.1678
H -0.029 0.566 -3.697  0.2255
H -1.646 0.113 -3.070  0.2107
H -0.710 1.460 -2.327  0.2455

Properties
Charge   0
Structure (SMILES)   CC1(C)OO1.[H]/N=C\C
M   117.1 g/mol

2:
Below is a structure of composition C5H11NO2, with properties calculated with the ωB97M-V functional and the def2-TZVPD basis.

Last column: natural (NBO) charge in e.
Element x y z (Å)
C 0.124 0.835 -0.909  -0.6391
C 0.496 -0.690 -0.632  -0.1586
C 1.170 -0.889 0.710  -0.4417
C 2.307 0.069 0.943  0.3409
O 3.002 0.678 0.137  -0.5604
N -0.635 -1.487 -0.855  0.0093
C -1.767 -1.011 -0.158  -0.5465
O -2.094 2.168 0.522  -0.9988
H 1.023 1.424 -0.667  0.2627
H -0.313 0.898 -1.902  0.2205
H -0.677 1.207 -0.250  0.3001
H 1.251 -1.017 -1.342  0.2262
H 2.271 -1.292 0.524  0.3034
H 0.575 -1.202 1.553  0.2585
H 2.596 0.187 1.999  0.1517
H -2.401 -0.257 -0.687  0.3468
H -2.563 -1.763 -0.008  0.2547
H -1.468 -0.493 0.763  0.2464
H -2.898 2.637 0.260  0.4237

Properties
Charge   0
M   117.1 g/mol

Most stable: 1 (next structure +0.1840 hartree)

1:
Below is a structure of composition C5H11NO2, with properties calculated with the ωB97M-V functional and the def2-TZVPD basis.

Last column: natural (NBO) charge in e.
Element x y z (Å)
C 1.585 -0.401 1.319  -0.6458
O 2.416 1.680 0.176  -1.0035
C 0.722 -0.968 0.321  0.0018
C 0.000 0.161 -0.455  -0.4597
C -1.356 -0.298 -0.945  -0.4150
C -2.514 0.443 -0.523  0.2849
O -2.561 1.187 0.426  -0.5937
N 0.804 -2.080 -0.447  -0.4862
H 2.324 -1.021 1.833  0.2178
H 0.920 0.065 2.040  0.2411
H 2.273 0.510 0.762  0.3913
H -0.123 -1.753 0.674  0.4424
H -0.155 0.985 0.233  0.2648
H 0.730 0.468 -1.203  0.2708
H -1.684 0.662 -1.585  0.3055
H -1.383 -0.934 -1.825  0.2512
H -3.472 0.038 -0.892  0.1420
H 1.216 -2.882 0.046  0.3495
H 3.353 1.660 -0.058  0.4407

Properties
Charge   0
M   117.1 g/mol

2:
Below is the molecule C5H11NO2, with properties calculated with the ωB97M-V functional and the def2-TZVPD basis.

Last column: natural (NBO) charge in e.
Element x y z (Å)
N 1.881 -1.125 -1.469  -0.8451
C 2.050 -1.320 -0.067  -0.2440
C 0.940 -0.498 0.668  0.0681
O 0.726 0.969 0.379  -0.5640
C -0.279 -0.118 -0.017  0.0412
C -1.746 0.068 0.469  -0.4594
C -2.227 1.518 0.057  -0.0583
O -1.557 2.396 0.849  -0.6985
H 2.464 -0.203 -1.746  0.3640
H 2.470 -1.790 -2.178  0.3738
H 1.721 -2.281 0.168  0.1958
H 3.068 -1.241 0.524  0.1813
H 0.869 -0.907 1.718  0.1831
H -0.102 -0.393 -0.985  0.2049
H -2.436 -0.766 0.212  0.2238
H -1.539 0.162 1.510  0.2185
H -2.391 1.719 -1.086  0.1591
H -3.235 1.532 0.449  0.1714
H -0.676 2.279 0.546  0.4842

Properties
Charge   0
Structure (SMILES)   NC[C@H]1O[C@@H]1CCO
M   117.1 g/mol

Most stable: 2 (next structure +0.1748 hartree)